DFT (ωB97M-V with the def2-TZVPD basis set) results for a molecular structure, C41H58F3GeN4O3PSSe2Si3W at a distorted geometry.

For the calculated total energy, the calculation gives -10896.3306 hartree. As for the multiplicity: 4. For the energy above the lowest of the compared OMol25 structures with the same formula, charge and spin, the calculation gives 1.5941 eV. The net charge is +1. Its LUMO energy (alpha / beta) is -3.022 / -4.727 eV. The orbital gap (alpha / beta) is 6.48 / 5.11 eV.

Geometry (Å):
W -0.359 0.554 0.192
F -5.686 -0.757 1.797
C -5.063 0.263 2.410
F -5.727 0.523 3.549
F -5.172 1.344 1.616
C -3.615 -0.048 2.696
C -3.158 -0.177 3.995
C -1.818 -0.431 4.256
C -0.944 -0.468 3.189
N -1.390 -0.356 1.932
C -2.688 -0.197 1.661
S -2.948 -0.172 -0.062
H -3.860 -0.072 4.813
H -1.444 -0.546 5.262
H 0.114 -0.622 3.321
Se -1.745 2.586 0.074
P 0.548 2.361 -2.532
Se -0.087 0.182 -2.298
C 2.252 2.208 -3.207
C 2.946 1.015 -3.385
C 4.274 1.019 -3.801
C 4.920 2.217 -4.057
C 4.232 3.414 -3.895
C 2.917 3.410 -3.464
C -0.421 2.873 -3.995
C -0.123 2.438 -5.287
C -0.828 2.923 -6.376
C -1.844 3.854 -6.186
C -2.152 4.289 -4.906
C -1.440 3.805 -3.816
H 2.451 0.071 -3.200
H 4.800 0.081 -3.930
H 5.952 2.223 -4.384
H 4.729 4.355 -4.097
H 2.400 4.355 -3.328
H 0.672 1.716 -5.441
H -0.584 2.580 -7.374
H -2.389 4.240 -7.037
H -2.941 5.016 -4.756
H -1.682 4.146 -2.816
C -3.271 -4.787 -1.865
Si -3.340 -2.994 -1.418
C -3.658 -1.933 -2.912
C -4.715 -2.836 -0.178
Ge -1.098 -2.015 -0.485
Si 0.165 -3.164 -2.405
C -0.237 -2.650 -4.146
C 1.918 -2.752 -1.920
C 0.059 -5.027 -2.449
Si -0.736 -3.500 1.434
C 0.776 -3.131 2.487
C -0.507 -5.276 0.914
C -2.270 -3.532 2.526
H -4.280 -4.998 -2.241
H -3.104 -5.435 -1.004
H -2.568 -5.051 -2.650
H -4.738 -1.775 -3.004
H -3.311 -2.418 -3.825
H -3.184 -0.951 -2.859
H -5.447 -3.615 -0.414
H -5.210 -1.869 -0.248
H -4.400 -2.981 0.855
H -0.288 -1.582 -4.331
H -1.172 -3.100 -4.487
H 0.566 -3.064 -4.768
H 2.077 -1.710 -1.657
H 2.556 -2.989 -2.780
H 2.240 -3.379 -1.083
H -0.430 -5.346 -3.371
H -0.427 -5.529 -1.621
H 1.096 -5.379 -2.482
H 1.508 -3.924 2.310
H 0.494 -3.175 3.544
H 1.270 -2.184 2.297
H 0.435 -5.458 0.393
H -1.324 -5.683 0.320
H -0.477 -5.840 1.854
H -2.915 -2.657 2.448
H -1.987 -3.638 3.577
H -2.878 -4.403 2.262
C -1.665 4.392 5.069
C -2.262 3.896 3.771
N -1.489 2.754 3.308
C -0.124 2.679 3.374
N 0.481 1.774 2.649
C 1.908 1.597 2.906
C 2.264 1.887 4.351
C 1.882 3.317 4.643
N 0.489 3.524 4.261
C -0.199 4.683 4.821
H -1.772 3.635 5.848
H -2.171 5.299 5.400
H -2.261 4.705 3.031
H -3.294 3.567 3.897
H -1.835 2.317 2.464
H 2.510 2.238 2.255
H 2.180 0.565 2.677
H 3.328 1.726 4.525
H 1.705 1.218 5.013
H 2.541 4.002 4.099
H 1.972 3.549 5.706
H -0.106 5.540 4.144
H 0.314 4.947 5.745
O 4.021 2.389 -0.314
C 4.438 1.141 -0.080
C 5.826 0.933 -0.113
C 6.339 -0.318 0.127
C 5.510 -1.414 0.410
C 4.153 -1.217 0.439
C 3.603 0.051 0.193
C 2.154 0.204 0.293
O 1.582 1.336 0.085
O 1.350 -0.707 0.625
H 3.054 2.411 -0.389
H 6.462 1.778 -0.339
H 7.412 -0.460 0.094
H 5.933 -2.390 0.600
H 3.478 -2.034 0.661

Forces on the atoms, in the same order (eV/Å):
W -0.9 -1.1 0.8
F 0.0 0.2 0.1
C 0.1 0.2 0.1
F 0.0 0.0 -0.2
F -0.1 -0.2 0.1
C 0.0 -0.2 -0.1
C -0.1 0.1 0.2
C 0.1 0.0 -0.2
C -0.1 -0.2 0.2
N 0.6 0.5 -0.1
C -0.5 -0.2 0.1
S 0.6 0.6 0.1
H 0.0 0.0 0.0
H -0.1 0.0 0.0
H 0.0 0.1 -0.1
Se 0.0 0.3 -0.4
P 0.1 0.3 0.0
Se -0.2 0.4 0.0
C 0.0 -0.2 -0.1
C 0.0 0.0 0.0
C 0.0 0.0 0.0
C 0.0 0.0 0.0
C 0.1 0.0 0.0
C -0.1 0.1 0.0
C 0.2 0.0 -0.2
C 0.0 -0.1 0.0
C -0.1 0.0 0.0
C 0.0 0.0 0.0
C 0.0 0.0 0.0
C -0.1 0.0 0.1
H 0.0 0.0 0.0
H 0.0 0.0 0.0
H 0.0 0.0 0.0
H 0.0 0.0 0.0
H 0.0 0.0 0.0
H 0.0 0.0 0.0
H 0.0 0.0 0.0
H 0.0 0.0 0.0
H 0.0 0.0 0.0
H 0.0 0.0 0.0
C 0.1 -0.3 -0.1
Si 0.2 0.4 0.1
C -0.1 0.1 -0.2
C -0.2 -0.1 0.1
Ge 0.0 -1.0 -0.1
Si 0.1 0.5 0.0
C -0.1 0.1 -0.2
C 0.2 0.0 0.0
C -0.1 -0.3 0.1
Si -0.3 0.2 0.3
C 0.2 0.1 0.1
C 0.1 -0.2 -0.1
C -0.2 0.0 0.1
H 0.0 0.0 0.0
H 0.0 0.0 0.0
H 0.0 0.0 0.0
H 0.0 0.0 0.0
H 0.0 0.0 0.0
H 0.0 0.0 0.0
H 0.0 0.0 0.0
H 0.0 -0.1 0.0
H 0.0 0.0 0.0
H 0.0 0.0 0.0
H 0.0 0.0 0.0
H 0.0 0.0 0.0
H 0.0 0.0 0.0
H 0.0 0.0 0.1
H 0.0 0.0 0.0
H 0.0 0.0 0.0
H 0.0 0.0 0.0
H 0.0 0.0 0.0
H 0.0 0.0 0.0
H 0.0 0.0 0.0
H 0.0 0.0 0.0
H 0.0 0.0 0.0
H 0.0 0.0 0.0
H 0.0 0.0 0.0
H 0.0 0.0 0.0
H 0.0 0.0 0.0
H 0.0 0.0 0.0
C 0.0 0.0 0.0
C 0.0 0.0 -0.1
N 0.1 -0.1 -0.1
C -0.1 0.3 0.3
N 0.0 -0.1 -0.3
C 0.0 0.0 0.1
C 0.0 0.0 0.0
C -0.1 0.1 -0.1
N -0.1 -0.3 0.0
C 0.1 0.0 0.0
H 0.0 0.0 0.0
H 0.0 0.0 0.0
H 0.0 0.0 0.0
H 0.0 0.0 0.0
H -0.1 0.1 0.0
H 0.0 0.0 0.0
H 0.0 -0.1 0.0
H 0.0 0.0 0.0
H 0.0 0.0 0.0
H 0.0 0.0 0.0
H 0.0 0.0 0.0
H 0.0 0.0 0.0
H 0.0 0.0 0.0
O -0.1 0.1 0.0
C 0.5 0.0 -0.2
C -0.3 0.0 0.0
C 0.1 -0.2 0.0
C 0.0 0.2 0.0
C 0.1 -0.1 0.1
C -0.6 -0.1 0.2
C 0.8 0.5 0.1
O 0.0 0.6 -0.3
O 0.1 -0.7 0.0
H -0.1 0.0 0.0
H 0.0 0.0 0.0
H 0.0 0.0 0.0
H 0.0 0.0 0.0
H 0.0 0.0 0.0